C28H79N3O13 | ωB97M-V/def2-TZVPD

Structure (XYZ):
```
123
Properties=species:S:1:pos:R:3:lowdin_charge:R:1
C 9.18198 -19.58029 20.24299 -0.106
O 8.99381 -18.26592 19.72279 -0.210
C 8.31349 -18.25258 18.47091 -0.225
C 7.84867 -16.83416 18.19872 -0.205
N 6.80615 -16.46742 19.15932 -0.045
C 6.35755 -15.10975 18.90571 -0.222
C 5.70317 -14.40846 20.10216 -0.204
O 6.61343 -14.31054 21.19315 -0.210
C 5.97577 -14.00566 22.45842 -0.084
H 8.18368 -20.07515 20.38151 0.096
H 9.70151 -19.58236 21.18932 0.080
H 9.71744 -20.18737 19.50727 0.081
H 7.47233 -18.95111 18.57519 0.118
H 8.99760 -18.67130 17.71932 0.121
H 7.42357 -16.76210 17.18193 0.121
H 8.70343 -16.12126 18.25946 0.116
H 7.24200 -16.51983 20.09315 0.119
H 5.68782 -15.04897 18.05833 0.095
H 7.22680 -14.51677 18.65174 0.092
H 4.83428 -15.04601 20.41628 0.121
H 5.37982 -13.37531 19.85680 0.112
H 5.26297 -14.81677 22.79829 0.095
H 5.43010 -13.03549 22.40409 0.091
H 6.75386 -13.85093 23.19609 0.075
C 16.45045 -15.55040 22.35308 -0.118
O 15.70712 -16.20340 21.38479 -0.171
C 14.93782 -15.35139 20.63674 -0.279
C 14.37921 -16.11719 19.51394 -0.212
N 13.35186 -15.35751 18.83689 -0.078
C 13.07771 -15.78367 17.45960 -0.202
C 12.29715 -14.69597 16.76918 -0.188
O 10.97857 -14.61541 17.39458 -0.229
C 10.13293 -13.67113 16.80221 -0.147
H 15.81299 -15.08878 23.14605 0.104
H 16.99731 -14.74142 21.87145 0.085
H 17.11830 -16.26049 22.77734 0.078
H 15.53493 -14.51944 20.24320 0.131
H 14.18514 -14.88694 21.26126 0.125
H 13.96586 -17.08678 19.86777 0.139
H 15.11184 -16.33644 18.76172 0.114
H 12.46145 -15.30775 19.33709 0.117
H 12.59929 -16.79229 17.47621 0.133
H 14.07330 -15.85889 16.95016 0.131
H 12.07664 -14.93995 15.70349 0.125
H 12.77917 -13.70517 16.82150 0.130
H 10.01416 -13.88617 15.68771 0.106
H 10.47782 -12.63803 16.86296 0.088
H 9.16434 -13.71496 17.33432 0.072
C 1.63303 -14.79164 22.17791 -0.089
O 1.92240 -14.68572 20.79746 -0.257
C 1.52968 -15.83120 20.03120 -0.178
C 2.06377 -15.68503 18.57592 -0.238
N 1.74956 -14.45169 17.97180 -0.053
C 2.01676 -14.54914 16.53338 -0.187
C 2.07897 -13.14787 15.93966 -0.235
O 2.71784 -13.17233 14.69723 -0.190
C 3.15526 -11.88720 14.28926 -0.100
H 0.55418 -15.06228 22.28281 0.102
H 1.77593 -13.81576 22.65261 0.094
H 2.26316 -15.54825 22.64057 0.085
H 0.42726 -15.90817 19.89798 0.128
H 1.86606 -16.74502 20.52704 0.121
H 1.57289 -16.52654 18.03139 0.133
H 3.16256 -15.87102 18.55316 0.115
H 2.21954 -13.66551 18.41916 0.083
H 1.20843 -15.10498 16.04427 0.126
H 2.99930 -15.00415 16.29271 0.116
H 2.71442 -12.53992 16.59290 0.110
H 1.06976 -12.69310 15.89330 0.140
H 2.30764 -11.18528 14.27209 0.078
H 3.53473 -11.99272 13.28964 0.092
H 3.93126 -11.47780 14.94486 0.057
C 3.69583 -7.92868 15.78425 -0.076
C 2.60970 -8.95130 16.18379 -0.286
O 1.70772 -9.24647 15.08711 -0.101
H 3.37275 -6.92432 15.48615 0.071
H 4.24471 -8.35619 14.92386 0.075
H 4.39652 -7.82914 16.61318 0.066
H 2.13859 -8.67992 17.11383 0.100
H 3.17015 -9.86687 16.32712 0.073
H 1.24758 -8.41960 14.88110 0.088
C 9.75410 -12.97139 20.39944 -0.083
C 10.99362 -12.29608 19.90414 -0.319
O 12.11319 -12.81605 20.60630 -0.096
H 9.69633 -13.98984 19.98623 0.070
H 8.80675 -12.50873 20.10695 0.062
H 9.82891 -13.06934 21.49904 0.089
H 10.99462 -11.18745 19.98280 0.108
H 11.14031 -12.62853 18.87571 0.075
H 12.74512 -13.23418 19.98940 0.059
C 5.78857 -10.51064 18.52441 -0.044
C 5.88305 -11.63425 17.46152 -0.298
O 7.27739 -11.81549 17.28121 -0.100
H 6.48722 -10.70942 19.32017 0.060
H 4.78465 -10.30140 18.86538 0.049
H 6.13864 -9.56665 18.13211 0.064
H 5.36740 -11.32823 16.56073 0.063
H 5.39581 -12.55186 17.79776 0.090
H 7.40739 -12.46052 16.56291 0.030
C 8.94249 -8.89373 20.37424 -0.145
O 8.66628 -7.84825 19.41599 -0.142
H 8.21110 -8.69605 21.13102 0.071
H 8.84364 -9.91757 20.00357 0.056
H 9.93105 -8.70832 20.80863 0.079
H 9.43053 -7.79660 18.81048 0.078
C 5.91537 -14.13688 14.88784 -0.095
O 7.25794 -13.79687 15.23485 -0.146
H 5.29988 -13.23615 14.89049 0.060
H 5.78340 -14.68126 13.98828 0.076
H 5.50640 -14.75599 15.70683 0.072
H 7.86611 -14.51624 15.43297 0.070
C 7.53723 -10.32920 14.52514 -0.143
O 7.33841 -9.81914 13.20385 -0.123
H 8.29710 -9.78840 15.07293 0.078
H 6.59701 -10.30559 15.08963 0.059
H 7.88157 -11.35984 14.43283 0.070
H 7.23094 -8.86691 13.18119 0.067
C 1.95706 -11.14410 19.69515 -0.176
O 2.76025 -12.20367 20.13414 -0.149
H 1.28395 -11.47925 18.87228 0.082
H 1.35597 -10.66623 20.50217 0.084
H 2.57552 -10.32729 19.25125 0.062
H 2.21335 -12.98197 20.35249 0.034
```

SMILES string: COCCNCCOC.COCCNCCOC.COCCNCCOC.CCO.CCO.CCO.CO.CO.CO.CO


C3H9NO | ωB97M-V/def2-TZVPD

Structure (XYZ):
```
14
Properties=species:S:1:pos:R:3:lowdin_charge:R:1
C -1.99019 -0.45163 0.34813 -0.124
N -1.30856 0.45172 -0.57732 -0.099
C 0.04701 0.70689 -0.23397 -0.307
O 0.82722 -0.48592 -0.27341 -0.189
C 2.17019 -0.24294 0.08446 -0.121
H -1.49490 -1.42186 0.45644 0.074
H -3.00919 -0.60987 0.00021 0.074
H -2.04275 0.01290 1.33047 0.076
H -1.33660 0.06309 -1.51510 0.109
H 0.09642 1.12708 0.78060 0.127
H 0.48153 1.43322 -0.92983 0.124
H 2.63871 0.45941 -0.61524 0.085
H 2.23106 0.15610 1.10082 0.084
H 2.69005 -1.19818 0.04375 0.086
```

SMILES string: CNCOC


C28H20N7O6RuS | ωB97M-V/def2-TZVPD

Structure (XYZ):
```
63
Properties=species:S:1:pos:R:3:lowdin_charge:R:1
Ru 0.08796 0.48585 -0.60664 1.352
C 5.44635 0.33505 -0.27988 0.026
N 4.53920 0.40859 0.87083 -0.083
C 4.93578 0.49743 2.17215 0.050
C 3.82074 0.51943 2.93642 0.048
N 2.72570 0.44048 2.09416 0.059
C 3.19514 0.38586 0.81219 -0.557
S 2.43555 0.29398 -0.71031 0.953
C 1.37919 0.35394 2.57550 -0.198
C 1.14883 0.27503 3.94148 0.051
C -0.15119 0.17197 4.40391 0.029
C -1.19762 0.13611 3.49553 0.008
C -0.88378 0.21696 2.15861 -0.101
N 0.37633 0.33445 1.69781 0.032
H 6.46396 0.26151 0.09084 0.117
H 5.35306 1.22828 -0.89491 0.111
H 5.21806 -0.54392 -0.87901 0.107
H 5.97127 0.53388 2.46700 0.164
H 3.74937 0.59039 4.00426 0.141
H 1.95340 0.27846 4.65810 0.122
H -0.34216 0.11024 5.46717 0.145
H -2.22516 0.04071 3.81564 0.137
H -1.67077 0.17483 1.41239 0.105
O -4.71138 6.19905 -0.95186 0.154
N -3.55876 6.04692 -1.25435 -0.327
O -2.74892 6.91374 -1.49201 0.117
C -3.06363 4.63927 -1.27059 -0.026
C -4.00046 3.68261 -1.43335 0.109
C -3.63482 2.30158 -1.47326 -0.090
C -4.53084 1.25111 -1.76326 0.086
C -4.06339 -0.04232 -1.81600 0.028
C -2.71995 -0.30175 -1.54792 -0.044
N -1.86508 0.67585 -1.24995 -0.045
C -2.30442 1.96616 -1.23976 -0.144
C -1.31990 2.97931 -1.05537 -0.129
N -0.03248 2.53912 -0.89503 -0.060
C 0.95219 3.43697 -0.88316 -0.080
C 0.70382 4.79972 -0.98186 0.025
C -0.58924 5.25975 -1.08382 0.094
C -1.66050 4.33620 -1.12747 -0.022
H -5.04020 3.96814 -1.53187 0.154
H -5.57431 1.46767 -1.95826 0.152
H -4.72112 -0.86236 -2.06721 0.139
H -2.31998 -1.30703 -1.57159 0.113
H 1.96235 3.06066 -0.79458 0.095
H 1.53381 5.49196 -0.98214 0.139
H -0.78653 6.31855 -1.15354 0.130
O 1.98283 -2.13325 -0.20352 0.006
C 0.81889 -2.41049 -0.56294 -0.502
O -0.13080 -1.52427 -0.71960 -0.201
C 0.44794 -3.82439 -0.74964 -0.134
C 1.45695 -4.78338 -0.85031 0.030
C 1.12207 -6.11612 -1.00840 0.048
C -0.21665 -6.45549 -1.04652 -0.089
C -1.23498 -5.52462 -0.95545 0.038
C -0.89740 -4.19268 -0.80674 0.010
N -0.58382 -7.89616 -1.18553 -0.343
O 0.33011 -8.68160 -1.19890 0.127
O -1.76380 -8.14780 -1.19162 0.119
H 2.49501 -4.48511 -0.81999 0.129
H 1.88160 -6.87888 -1.10035 0.138
H -2.26535 -5.84588 -1.00216 0.133
H -1.67808 -3.45029 -0.72338 0.106
```

Net charge: +3
Expectation value of S²: 6.0309
2S+1: 5


C2H4ClNO2 | ωB97M-V/def2-TZVPD

Structure (XYZ):
```
10
Properties=species:S:1:pos:R:3:lowdin_charge:R:1
C -0.30166 0.73508 0.96443 -0.149
C 0.86973 0.19677 0.15760 -0.624
N -0.46675 -0.97480 -1.44509 -0.294
O -1.55408 -0.85060 -0.93469 0.037
O -0.00998 -1.53598 -2.35940 0.104
Cl 1.71503 -1.17308 0.63971 0.666
H -0.95647 -0.08546 1.03356 0.041
H -0.72400 1.46509 0.30118 0.078
H -0.02402 1.14014 1.86820 0.054
H 1.45220 1.08284 -0.22550 0.087
```


Electronic energy readings, ordered: -2256.3375; -249.6672; -2405.6746; -743.8444 a.u.
Energy above the lowest of the compared OMol25 structures with the same formula, charge and spin readings, ordered: 0.0000; 1.2650; 0.1964; 5.1853 eV
Max |F| readings, ordered: 0.0503; 0.0058; 0.0238; 0.0800 Eh/bohr